The following is a quantum chemistry calculation of a molecular structure, C31H47BrN2NiP2, from OMol25.

Properties
- 2S+1 = 3
- total charge = +2
- HOMO-LUMO gap (alpha / beta) (Ha) = 0.263 / 0.198
- ΔE to the lowest compared entry with this formula, charge and spin (kcal/mol) = 31.9

CARTESIAN COORDINATES (ANGSTROEM)
N -5.568 -1.180 3.604
C -4.689 -0.334 4.155
C -4.088 0.721 3.462
C -4.436 0.897 2.097
C -5.451 0.061 1.578
C -5.952 -0.995 2.342
C -3.734 1.845 1.251
Ni 0.682 0.114 -0.437
P 2.460 0.568 -1.631
C -3.955 2.010 -0.084
C -2.924 2.467 -0.988
C -2.852 2.015 -2.330
C -1.650 2.128 -3.025
C -0.602 2.795 -2.388
C -0.689 3.397 -1.142
C -1.894 3.284 -0.475
Br 0.970 3.332 -3.424
H -2.944 2.425 1.746
H -4.926 1.752 -0.523
H -3.365 1.376 3.955
H -5.820 0.189 0.564
H -4.441 -0.503 5.206
H -6.720 -1.665 1.931
H -3.736 1.605 -2.814
H -2.055 3.850 0.436
H -1.493 1.744 -4.036
H 0.176 3.921 -0.722
P -0.325 -1.704 -0.503
C 2.940 2.174 -0.873
C 3.915 3.085 -1.605
H 3.354 1.910 0.114
H 2.006 2.716 -0.667
H 4.125 3.929 -0.937
H 4.883 2.619 -1.811
H 3.472 3.483 -2.525
C 1.981 0.387 -3.391
C 3.048 0.724 -4.428
H 1.120 1.063 -3.518
H 1.578 -0.626 -3.558
H 2.533 0.987 -5.360
H 3.681 1.575 -4.143
H 3.702 -0.130 -4.649
C 3.915 -0.536 -1.494
C 5.259 0.147 -1.692
H 3.761 -1.320 -2.248
H 3.878 -1.024 -0.511
H 6.040 -0.620 -1.695
H 5.328 0.682 -2.647
H 5.477 0.850 -0.881
C 0.389 -3.150 0.405
C 1.885 -3.370 0.229
H -0.166 -4.030 0.040
H 0.150 -3.011 1.470
H 2.138 -4.401 0.505
H 2.228 -3.217 -0.799
H 2.476 -2.706 0.871
C -0.318 -2.447 -2.199
C -1.294 -1.819 -3.192
H -0.549 -3.513 -2.065
H 0.716 -2.371 -2.568
H -1.099 -2.211 -4.200
H -2.335 -2.062 -2.949
H -1.212 -0.725 -3.233
C -2.099 -1.827 -0.004
C -2.430 -2.466 1.342
H -2.605 -2.394 -0.797
H -2.491 -0.800 -0.044
H -3.511 -2.645 1.413
H -1.944 -3.437 1.471
H -2.137 -1.842 2.192
C 1.712 -0.504 5.717
C 1.373 -0.351 4.271
C 2.421 -0.283 3.361
C 2.134 -0.101 2.017
N 0.862 0.050 1.549
C -0.161 -0.005 2.444
C 0.054 -0.284 3.797
H 2.368 -1.374 5.854
H 2.258 0.385 6.061
H 0.800 -0.619 6.308
H 3.459 -0.354 3.694
H 2.908 -0.053 1.249
H -1.156 0.181 2.033
H -0.799 -0.434 4.467

Results of the Mulliken charge analysis, in e, for atoms 1 through 2: N -0.54; C -0.50